Record 1
Molecular formula: C2H11NO2
Method: DFT, ωB97M-V/def2-TZVPD

Properties
lowest unoccupied orbital energy: 0.653 eV
energy: -287.99909 hartree
highest occupied orbital energy: -8.302 eV
F_max: 0.0278 Eh/bohr
SMILES string: CNC.O.O

Last column: natural (NBO) charge in e.
Element x y z (Å)
C1 1.7322 0.2314 0.4081  -0.4162
N1 0.8133 -0.8366 0.8176  -0.6473
C2 -0.2263 -0.3007 1.6802  -0.4122
H1 2.0599 0.7833 1.2858  0.1942
H2 1.1964 0.8850 -0.3038  0.1635
H3 2.6218 -0.1434 -0.1096  0.1966
H4 0.3669 -1.3716 0.0898  0.3870
H5 -0.5842 0.6787 1.3147  0.1396
H6 -1.1317 -0.9192 1.5764  0.1971
H7 0.0620 -0.1970 2.7188  0.1891
O1 -0.8236 -1.1657 -1.6238  -0.9581
H8 -0.6038 -0.2494 -1.8727  0.4834
H9 -0.5875 -1.6132 -2.4450  0.4776
O2 -1.4315 1.5204 -1.5318  -0.9451
H10 -1.8193 0.6714 -1.2678  0.4740
H11 -1.6445 2.0264 -0.7369  0.4768

Record 2
Molecular formula: C2H11NO2S
Method: DFT, ωB97M-V/def2-TZVPD

Properties
lowest unoccupied orbital energy: 0.850 eV
energy: -686.17061 hartree
highest occupied orbital energy: -8.964 eV
F_max: 0.0770 Eh/bohr
SMILES string: NCCS.O.O

Last column: natural (NBO) charge in e.
Element x y z (Å)
N1 -1.1575 -2.1974 -0.5524  -0.8551
C1 -0.9205 -0.8250 -0.5708  -0.2289
C2 -1.6567 0.2142 -1.3170  -0.5059
S1 -0.8934 1.9068 -1.2007  -0.0330
H1 -2.0129 -2.6025 -0.1378  0.3664
H2 -0.8697 -2.7837 -1.3040  0.3769
H3 0.0685 -0.7657 -0.9998  0.1919
H4 -0.9862 -0.4406 0.5200  0.1647
H5 -1.8020 -0.1505 -2.3350  0.2209
H6 -2.7044 0.3614 -0.9267  0.2014
H7 -0.4953 1.8729 -0.0217  0.0995
O1 1.9942 -2.7721 -1.4769  -0.9483
H8 1.6653 -2.3582 -0.6741  0.4765
H9 2.0096 -3.7443 -1.3183  0.4729
O2 2.6603 4.6474 3.7227  -0.9373
H10 3.2425 4.5448 4.5010  0.4685
H11 1.8582 5.0924 4.0916  0.4689

What is the F_max in the first record?
0.0278 Eh/bohr